1.
{"formula": "C20H31N5S3SeSi4Tl", "method": "wB97M-V/def2-TZVPD", "symbols": ["Tl", "S", "C", "C", "N", "C", "S", "C", "N", "C", "Si", "C", "C", "Si", "Si", "C", "C", "C", "Si", "C", "C", "C", "H", "H", "H", "H", "H", "H", "H", "H", "H", "H", "H", "H", "H", "H", "H", "H", "H", "H", "H", "H", "H", "H", "H", "H", "H", "H", "H", "S", "C", "N", "Se", "N", "C", "C", "C", "C", "C", "C", "N", "H", "H", "H", "H"], "xyz": [[-2.034, 0.156, 0.029], [-3.859, 0.383, -1.852], [-3.610, 2.022, -2.351], [-4.226, 2.343, -3.619], [-4.705, 2.569, -4.642], [-2.917, 2.992, -1.713], [-2.049, 2.830, -0.212], [-2.875, 4.318, -2.281], [-2.826, 5.394, -2.692], [1.393, -2.949, -0.549], [0.848, -2.403, 1.153], [-0.601, -3.439, 1.725], [2.301, -2.727, 2.307], [0.331, -0.131, 1.281], [-0.355, 0.608, 3.408], [-1.547, -0.575, 4.215], [-1.070, 2.327, 3.291], [1.186, 0.657, 4.491], [1.960, 1.211, 0.237], [2.561, 0.477, -1.388], [1.557, 3.028, 0.062], [3.432, 1.104, 1.413], [1.476, -4.040, -0.599], [2.368, -2.520, -0.802], [0.690, -2.631, -1.321], [-0.442, -4.501, 1.518], [-1.527, -3.132, 1.227], [-0.763, -3.321, 2.801], [2.580, -3.787, 2.304], [2.063, -2.445, 3.339], [3.179, -2.150, 2.000], [-2.372, -0.820, 3.547], [-1.975, -0.125, 5.116], [-1.047, -1.506, 4.503], [-1.872, 2.365, 2.547], [-0.312, 3.060, 2.995], [-1.496, 2.638, 4.250], [1.663, -0.327, 4.547], [0.927, 0.963, 5.512], [1.927, 1.365, 4.109], [1.787, -0.112, -1.887], [3.418, -0.182, -1.217], [2.869, 1.266, -2.081], [0.513, 3.193, -0.214], [2.181, 3.485, -0.711], [1.731, 3.555, 1.005], [3.759, 0.069, 1.555], [3.190, 1.512, 2.399], [4.280, 1.673, 1.015], [-5.745, -1.163, 3.237], [-4.549, -0.603, 2.293], [-3.656, -0.202, 1.647], [-0.171, 2.068, -3.040], [-0.670, 0.457, -2.514], [-0.272, -0.386, -3.455], [-0.558, -1.785, -3.459], [-0.070, -2.546, -4.468], [0.722, -1.980, -5.523], [0.984, -0.651, -5.581], [0.477, 0.196, -4.547], [0.643, 1.509, -4.493], [-1.185, -2.201, -2.680], [-0.295, -3.605, -4.493], [1.103, -2.634, -6.298], [1.551, -0.217, -6.394]], "forces_ev_per_angstrom": [[0.135, 0.797, -0.177], [0.307, -0.576, 0.526], [-0.218, 0.011, -0.495], [0.084, -0.080, 0.153], [0.019, -0.024, 0.093], [0.009, 0.442, 0.205], [-0.013, -0.154, 0.029], [-0.044, -0.079, 0.058], [0.047, -0.149, 0.018], [0.028, 0.131, -0.260], [0.247, -0.151, 0.324], [-0.263, 0.061, 0.021], [0.114, 0.007, 0.141], [-1.024, -0.018, -0.610], [0.287, -0.056, 0.263], [-0.097, -0.207, -0.053], [-0.117, 0.126, -0.227], [0.178, 0.073, 0.046], [0.413, -0.040, 0.167], [-0.159, -0.185, -0.179], [-0.296, 0.123, -0.023], [0.097, -0.070, 0.157], [0.002, 0.048, 0.055], [-0.089, -0.043, 0.015], [0.036, -0.041, -0.008], [0.044, 0.053, 0.011], [0.049, -0.063, 0.051], [-0.006, -0.004, -0.089], [-0.036, 0.068, -0.011], [0.027, -0.038, -0.092], [-0.068, -0.065, 0.040], [0.006, -0.020, 0.074], [0.060, -0.002, -0.025], [-0.003, 0.072, 0.002], [0.020, 0.034, 0.119], [-0.053, -0.062, 0.015], [0.054, -0.041, -0.013], [-0.039, 0.091, 0.004], [-0.010, -0.034, -0.085], [-0.066, -0.056, 0.082], [0.118, 0.038, 0.020], [-0.063, 0.058, 0.015], [0.033, -0.021, 0.056], [0.104, 0.044, 0.015], [0.067, -0.046, 0.065], [0.011, -0.056, -0.036], [-0.010, 0.104, -0.012], [0.051, -0.017, -0.098], [-0.075, -0.040, -0.011], [0.019, 0.018, -0.023], [0.033, -0.040, -0.009], [-0.105, -0.006, -0.035], [0.056, 0.290, 0.262], [0.067, -0.001, -0.371], [0.019, 0.040, -0.052], [0.011, -0.033, -0.044], [-0.009, -0.006, 0.020], [-0.002, -0.011, -0.026], [-0.020, -0.042, -0.037], [-0.025, -0.085, 0.067], [0.045, -0.138, -0.164], [0.018, 0.025, -0.003], [0.040, 0.014, -0.014], [-0.044, 0.012, 0.030], [-0.002, 0.016, 0.061]], "charge": -1}

2.
{"formula": "CH2F3N3", "method": "wB97M-V/def2-TZVPD", "symbols": ["C", "N", "N", "N", "F", "F", "F", "H", "H"], "xyz": [[0.043, 0.359, -0.121], [-0.494, 1.453, -0.137], [-1.086, -1.162, 0.184], [1.218, -0.253, -0.389], [-2.234, -0.840, -0.500], [1.501, -1.403, 0.285], [2.347, 0.547, -0.180], [0.034, 2.301, -0.310], [-1.329, -1.001, 1.168]], "forces_ev_per_angstrom": [[-3.692, -3.240, 1.996], [0.089, 0.463, -0.160], [2.793, 2.113, -0.682], [2.318, -0.431, -1.396], [-0.443, 0.408, 0.009], [-0.361, 0.543, 0.280], [-0.807, -0.095, 0.143], [0.228, -0.084, -0.073], [-0.125, 0.323, -0.115]]}

ΔE to the lowest compared entry with this formula, charge and spin for the records above, in order: 0.00; 845.12 kJ/mol
Energy for the records above, in order: -5981.1123; -502.8734 a.u.